# 1
92
Properties=species:S:1:pos:R:3 method="wB97M-V/def2-TZVPD" lumo_energy_ev=3.56 total_energy_ha=-11285.23389 homo_lumo_gap_ev=5.380 e_above_lowest_kj_mol=55.4 charge=-2 multiplicity=1
Ca -0.8082 3.6215 -0.2689
F -2.3515 3.3081 4.5180
C -1.6385 3.5119 3.4048
F -0.3659 3.7085 3.7461
F -2.0990 4.5730 2.7723
S -1.7099 1.9813 2.3349
O -0.4078 1.9443 1.6758
O -2.1101 0.9127 3.1920
N -2.7861 2.4307 1.2738
S -3.1122 1.4397 0.0978
O -2.3403 1.7541 -1.0701
O -3.2585 0.0656 0.4924
C -4.8011 2.0295 -0.3040
F -4.7915 3.3204 -0.6127
F -5.2479 1.3341 -1.3555
F -5.6352 1.8297 0.7168
S 2.4088 7.5113 -1.9801
Sb 0.8441 8.6510 -0.2720
S -1.7702 6.2720 -0.1379
S 0.0881 6.5859 0.8017
S 2.4609 9.4412 1.1493
Se 0.8092 1.9247 -2.6675
Se 1.6735 5.4761 -2.2835
C 2.5449 4.5782 -0.8104
C 3.9260 4.6533 -0.6755
C 4.5405 3.9491 0.3391
C 3.7567 3.1832 1.1894
C 2.3887 3.1829 0.9978
N 1.7809 3.8778 0.0302
C -0.6228 2.8590 -3.4309
C -1.0960 2.6005 -4.7331
C -2.1718 3.3003 -5.2249
C -2.7757 4.2774 -4.4347
C -2.2504 4.4946 -3.1792
N -1.2101 3.8155 -2.6824
H 4.4880 5.2691 -1.3633
H 5.6162 3.9924 0.4625
H 4.1885 2.6095 1.9994
H 1.7401 2.6200 1.6581
H -0.6021 1.8405 -5.3226
H -2.5413 3.0937 -6.2240
H -3.6182 4.8590 -4.7836
H -2.6461 5.2638 -2.5236
C -1.2220 -2.2111 -0.8363
P 0.0770 -0.9615 -0.4199
C 1.5368 -1.6420 -1.3032
C 1.3842 -1.7790 -2.6858
C 2.4431 -2.1624 -3.4903
C 3.6934 -2.3973 -2.9332
C 3.8622 -2.2475 -1.5662
C 2.7962 -1.8718 -0.7589
C 0.4018 -1.1998 1.3664
C 1.4906 -0.5305 1.9353
C 1.7093 -0.5507 3.3030
C 0.8177 -1.2046 4.1437
C -0.3031 -1.8121 3.6004
C -0.5102 -1.8034 2.2282
P -1.0914 -4.0754 -0.8531
C -2.0968 -4.5799 0.6052
C -1.7860 -5.7227 1.3440
C -2.6062 -6.1547 2.3766
C -3.7640 -5.4588 2.6912
C -4.1003 -4.3357 1.9489
C -3.2832 -3.9092 0.9133
C 0.6096 -4.5465 -0.3453
C 1.3995 -5.1170 -1.3426
C 2.7051 -5.5092 -1.0861
C 3.2377 -5.3474 0.1834
C 2.4590 -4.7950 1.1913
C 1.1557 -4.3999 0.9296
H -1.5189 -1.9383 -1.8514
H -2.0709 -1.9130 -0.2203
H 0.4304 -1.5484 -3.1468
H 2.2961 -2.2496 -4.5600
H 4.5294 -2.6807 -3.5611
H 4.8309 -2.4287 -1.1150
H 2.9536 -1.7929 0.3060
H 2.1501 0.0557 1.3062
H 2.5617 -0.0241 3.7156
H 0.9761 -1.2052 5.2152
H -1.0374 -2.2810 4.2445
H -1.4031 -2.2710 1.8401
H -0.8851 -6.2791 1.1172
H -2.3307 -7.0369 2.9424
H -4.3977 -5.7869 3.5056
H -4.9998 -3.7785 2.1792
H -3.5758 -3.0296 0.3533
H 0.9846 -5.2391 -2.3365
H 3.3084 -5.9263 -1.8829
H 4.2604 -5.6427 0.3861
H 2.8672 -4.6569 2.1854
H 0.5675 -3.9685 1.7262



# 2
81
Properties=species:S:1:pos:R:3 method="wB97M-V/def2-TZVPD" lumo_energy_ev="-4.53 / -4.66" total_energy_ha=-3781.93889 homo_lumo_gap_ev="6.077 / 6.512" e_above_lowest_kj_mol=288.6 charge=+1 multiplicity=2
Rh -0.1440 -0.2648 -0.2982
O -4.8785 -0.9803 5.4146
N -4.0790 -1.7411 4.9107
O -4.0434 -2.9377 5.1109
C -3.0459 -1.1378 4.0497
C -2.8336 0.1893 4.2252
C -1.9149 0.9108 3.4140
C -1.6538 2.2856 3.5555
C -0.7803 2.8940 2.6871
C -0.1737 2.1390 1.6821
N -0.4094 0.8455 1.5360
C -1.2564 0.2269 2.3859
C -1.4617 -1.1777 2.2125
N -0.7690 -1.7591 1.2135
C -0.8732 -3.0508 0.9919
C -1.6972 -3.8520 1.7853
C -2.4274 -3.2882 2.8033
C -2.3296 -1.9004 3.0534
H -3.3925 0.7114 4.9894
H -2.1384 2.8416 4.3480
H -0.5582 3.9484 2.7679
H 0.5367 2.5786 0.9928
H -0.2781 -3.4533 0.1811
H -1.7539 -4.9139 1.5944
H -3.0646 -3.8955 3.4213
Cl 2.7723 -2.3352 -3.3981
C 3.2131 -0.9465 -2.4086
Cl 4.7381 -1.2594 -1.5650
Cl 3.3671 0.4825 -3.4280
C 2.1429 -0.7172 -1.3050
O 1.8836 0.4669 -0.9517
O 1.5724 -1.7107 -0.8097
C -8.3827 4.5967 1.8239
C -7.3079 3.8078 1.1336
C -7.6108 2.6506 0.4254
C -6.6260 1.8870 -0.1879
C -7.0218 0.6268 -0.9184
C -5.3012 2.3383 -0.1199
Te -3.8405 1.0623 -1.1485
N -1.9479 -0.2521 -1.2280
C -1.5288 -0.6394 -2.4402
O -0.2810 -0.7316 -2.5859
C -2.4396 -0.9796 -3.5594
C -3.6156 -1.7005 -3.3484
C -4.4080 -2.0569 -4.4269
C -4.0284 -1.6991 -5.7137
C -2.8532 -0.9914 -5.9253
C -2.0489 -0.6430 -4.8528
C -2.7595 2.6187 -2.1059
C -1.3978 2.7625 -1.8743
C -0.6801 3.7745 -2.4889
C -1.3382 4.6515 -3.3370
C -2.6919 4.4929 -3.5879
C -3.4279 3.4722 -2.9908
C -4.8794 3.2876 -3.3445
C -4.9568 3.4735 0.6220
C -3.5323 3.9397 0.7719
C -5.9769 4.1998 1.2227
H -9.3740 4.2638 1.5230
H -8.2873 5.6593 1.5999
H -8.2970 4.4788 2.9058
H -8.6415 2.3214 0.3577
H -8.0826 0.4265 -0.7827
H -6.4691 -0.2349 -0.5384
H -6.8253 0.7105 -1.9896
H -3.8649 -2.0298 -2.3488
H -5.3096 -2.6326 -4.2627
H -4.6391 -1.9939 -6.5569
H -2.5540 -0.7213 -6.9294
H -1.1198 -0.1068 -4.9970
H -0.8753 2.0757 -1.2222
H 0.3842 3.8654 -2.3161
H -0.7934 5.4496 -3.8245
H -3.1876 5.1638 -4.2786
H -5.1255 3.8464 -4.2454
H -5.5402 3.6313 -2.5461
H -5.0913 2.2310 -3.5285
H -2.8441 3.0940 0.7948
H -3.4126 4.5118 1.6921
H -3.2470 4.5846 -0.0622
H -5.7236 5.0911 1.7874



# 3
86
Properties=species:S:1:pos:R:3 method="wB97M-V/def2-TZVPD" lumo_energy_ev="-3.50 / -3.50" total_energy_ha=-3467.67218 homo_lumo_gap_ev="5.628 / 5.469" e_above_lowest_kj_mol=0.0 charge=+1 multiplicity=2
Ru 0.2433 0.8341 0.5359
C 0.4149 0.1512 5.0450
C 1.6769 -0.0416 4.2644
N 2.8288 -0.0163 4.8827
C 3.9802 -0.1360 4.1792
C 4.0136 -0.3355 2.8303
C 5.3122 -0.3717 2.0704
O 5.3191 0.5350 0.9699
C 2.7816 -0.3800 2.1312
C 2.7987 -0.6477 0.7318
N 1.8485 -0.3375 -0.0944
C 1.9099 -0.7437 -1.4475
C 3.0817 -0.6834 -2.1934
C 3.0786 -1.0879 -3.5222
C 1.9114 -1.5475 -4.1136
C 0.7311 -1.5951 -3.3801
C 0.7371 -1.1878 -2.0593
I -1.0113 -1.1553 -0.8993
C 1.5730 -0.1947 2.8372
O 0.3867 -0.1939 2.2932
H 0.6588 0.2942 6.0944
H -0.2475 -0.7090 4.9322
H -0.1340 1.0161 4.6680
H 4.8999 -0.0560 4.7479
H 5.4919 -1.3590 1.6347
H 6.1361 -0.1712 2.7599
H 4.9235 1.3783 1.2448
H 3.6548 -1.1909 0.3370
H 3.9846 -0.3041 -1.7277
H 3.9966 -1.0463 -4.0944
H 1.9125 -1.8739 -5.1455
H -0.1838 -1.9482 -3.8383
F -0.6802 2.0873 -6.1471
C 0.2711 2.6023 -5.3368
C 0.2478 2.2865 -4.0101
C 1.2575 2.7493 -3.1654
C 1.1933 2.4290 -1.7382
O 0.1844 1.8225 -1.3264
C 2.3055 2.8532 -0.9517
C 3.2898 3.5759 -1.5564
N 3.3293 3.9120 -2.8634
C 4.4061 4.7390 -3.3615
C 5.4055 4.1342 -4.3074
C 5.7999 4.4611 -2.8980
C 2.3019 3.5089 -3.7000
C 2.2738 3.8699 -5.0517
C 1.2593 3.4322 -5.8857
N 1.2414 3.8502 -7.2370
C 2.4359 3.7381 -8.0526
C 2.6378 5.0715 -8.7892
N 1.2834 5.7258 -8.9099
C 0.2346 4.7100 -9.2633
C 0.0264 3.8023 -8.0379
C 2.5099 2.6269 0.5374
O 3.5979 2.9309 1.0053
O 1.5293 2.1790 1.2404
H -0.5415 1.6674 -3.6037
H 4.1136 3.9203 -0.9471
H 4.1235 5.7744 -3.5116
H 5.7841 4.7523 -5.1102
H 5.2774 3.0864 -4.5459
H 6.4372 5.3139 -2.7179
H 5.9540 3.6285 -2.2255
H 3.0390 4.5258 -5.4424
H 2.3411 2.9179 -8.7743
H 3.3041 3.5215 -7.4374
H 3.0298 4.9397 -9.7955
H 3.2752 5.7621 -8.2409
H 1.3078 6.4906 -9.5827
H 1.0444 6.1146 -7.9956
H 0.6126 4.1682 -10.1278
H -0.6766 5.2298 -9.5472
H -0.2278 2.8003 -8.3933
H -0.8078 4.1649 -7.4407
F -4.1988 5.5766 -2.2309
C -3.6429 4.6836 -1.4119
C -4.3861 3.6259 -0.9205
F -5.6642 3.4971 -1.2723
C -3.7876 2.6996 -0.0869
F -4.5327 1.6794 0.3378
C -2.4498 2.7854 0.2936
S -1.7647 1.5748 1.3699
C -1.7415 3.8791 -0.1988
F -0.4765 4.0961 0.1579
C -2.3178 4.8073 -1.0453
F -1.5944 5.8348 -1.5107